Entry 1:
DFT (the ωB97M-V functional and the def2-TZVPD basis) results for a molecular structure, C22H33BF4GeN6S2Zn at a distorted geometry.

```
70
Properties=species:S:1:pos:R:3:forces:R:3
Zn 0.088 0.064 0.529 -0.18 0.38 -0.23
C 3.060 3.434 0.207 -0.10 -0.06 -0.05
N 2.713 2.193 -0.434 0.22 0.16 -0.05
C 3.848 1.528 -1.019 -0.08 0.01 0.03
C 1.632 2.267 -1.393 -0.21 0.11 0.08
C 0.367 2.900 -0.822 0.18 0.12 -0.17
N 0.106 2.343 0.477 0.15 -1.28 -0.06
C -0.606 3.036 1.335 -0.52 0.49 0.45
C -0.473 2.730 2.726 0.25 -0.20 0.13
F 0.477 1.821 3.050 -0.25 0.42 0.12
C -1.166 3.377 3.712 -0.09 0.17 0.13
F -0.958 3.069 5.024 0.05 -0.06 -0.40
C -2.049 4.415 3.425 0.01 -0.03 -0.11
C -2.173 4.769 2.093 -0.06 0.21 0.38
F -3.000 5.814 1.787 0.20 -0.33 -0.06
C -1.493 4.132 1.084 0.08 0.13 -0.23
F -1.712 4.594 -0.188 0.00 -0.26 0.28
H 3.346 4.239 -0.500 0.03 0.00 -0.04
H 3.902 3.252 0.877 0.05 0.06 0.01
H 2.225 3.781 0.814 -0.06 0.08 0.01
H 4.245 2.065 -1.903 0.10 0.07 -0.02
H 3.534 0.530 -1.319 0.06 -0.11 -0.10
H 4.637 1.436 -0.273 0.15 -0.02 0.02
H 1.420 1.235 -1.668 0.00 -0.10 -0.18
H 1.928 2.825 -2.308 0.03 -0.01 0.04
H -0.461 2.731 -1.528 0.12 0.06 -0.07
H 0.514 3.990 -0.751 -0.07 -0.13 -0.05
H -2.590 4.931 4.198 -0.07 0.03 0.09
C 0.937 -1.356 -3.614 0.06 0.02 0.00
N 0.131 -2.193 -2.771 0.00 -0.76 -0.44
C 0.307 -3.591 -2.889 0.30 0.12 -0.27
C 0.077 -4.140 -1.691 0.10 -0.26 -0.11
N -0.206 -3.178 -0.757 -0.19 -0.68 -0.02
B -0.461 -3.493 0.714 -0.14 0.15 -0.22
N 0.706 -2.955 1.608 0.06 0.05 0.38
C 1.987 -3.408 1.575 0.53 -0.24 0.24
C 2.730 -2.700 2.457 0.20 -0.39 -0.05
N 1.884 -1.786 3.041 -0.17 -0.34 -0.51
C 2.238 -0.740 3.953 0.12 0.29 0.24
C 0.656 -1.948 2.478 -0.03 -0.06 0.57
S -0.673 -1.005 2.917 -0.70 0.82 -0.41
C 0.065 -1.915 -1.348 0.36 1.15 0.18
S 1.775 -1.200 -0.685 -0.15 0.31 0.29
H 0.831 -1.675 -4.656 -0.12 0.00 0.02
H 1.998 -1.400 -3.334 -0.02 0.05 -0.04
H 0.604 -0.321 -3.531 0.04 0.06 -0.05
H 0.533 -4.033 -3.842 -0.01 -0.16 -0.07
H 0.049 -5.183 -1.427 -0.02 -0.09 0.03
H -0.459 -4.698 0.859 -0.08 -0.25 -0.09
H -1.460 -2.978 1.111 -0.19 0.00 0.20
H 2.267 -4.186 0.896 0.13 -0.12 -0.11
H 3.766 -2.756 2.728 0.18 -0.01 -0.07
H 2.815 -1.142 4.792 -0.04 0.00 -0.09
H 1.309 -0.293 4.314 0.15 -0.04 -0.01
H 2.818 0.036 3.445 -0.02 -0.04 0.03
C -3.867 0.274 -0.883 0.22 -0.40 -0.13
Ge -2.780 -1.329 -1.413 -0.34 0.33 -0.08
C -3.189 -1.629 -3.375 0.20 0.05 0.65
C -3.661 -2.887 -0.517 0.37 0.40 -0.19
C -0.919 -0.807 -1.046 -0.68 0.00 0.24
H -4.919 0.187 -1.146 -0.18 -0.08 -0.09
H -3.474 1.177 -1.343 0.11 0.11 -0.12
H -3.794 0.403 0.193 0.04 0.00 0.22
H -4.252 -1.806 -3.519 -0.26 -0.02 0.02
H -2.637 -2.496 -3.721 0.14 -0.18 -0.05
H -2.895 -0.777 -3.982 0.10 0.21 -0.06
H -4.630 -3.104 -0.963 -0.14 0.11 -0.18
H -3.803 -2.675 0.536 0.01 0.06 0.22
H -3.034 -3.767 -0.592 0.15 -0.14 -0.03
H -0.728 -0.032 -1.806 -0.09 0.05 0.01
```
Positions in Å, forces in eV/Å.

Its energy is -6263.622581 hartree. As for the highest occupied orbital energy: -0.0139 Eh. The total charge is -2. The calculation puts the relative energy (zero: lowest compared OMol25 entry of this formula, charge and spin) at 0.0000 eV. The value obtained for the HOMO-LUMO gap is 5.0 eV.


Entry 2:
DFT (the ωB97M-V functional and the def2-TZVPD basis) results for 2 unconnected molecules or ions with the total composition C2H3ClN2O8 at a distorted geometry.

```
16
Properties=species:S:1:pos:R:3:forces:R:3
N -1.186 4.322 1.282 -0.07 0.73 0.32
O -0.405 4.543 2.247 -1.72 -0.90 -2.47
O -0.920 3.370 0.462 -0.50 2.66 2.10
O -2.211 5.029 1.104 2.41 -1.98 0.18
C -0.451 -0.672 -1.240 -1.16 -0.27 0.93
C 0.720 -1.514 -0.834 -0.52 -0.17 0.20
O 0.395 -2.033 0.457 1.79 -1.48 -0.23
N 1.401 -3.156 0.782 0.08 -0.03 0.37
O 1.381 -3.489 1.946 -0.17 0.85 -2.61
O 2.067 -3.531 -0.160 -1.01 0.34 1.82
Cl 2.092 -0.414 -0.782 0.83 -0.06 0.14
O -0.743 0.013 0.037 -1.00 1.36 -1.75
O -1.444 1.110 -0.233 0.29 -1.14 0.37
H -0.260 0.035 -2.057 0.16 -0.13 0.56
H -1.337 -1.278 -1.496 0.33 0.14 0.22
H 0.901 -2.334 -1.516 0.25 0.09 -0.17
```
Positions in Å, forces in eV/Å.

Its energy is -1249.119021 hartree. As for the highest occupied orbital energy (spin up / spin down): -0.3900 / -0.4047 Eh. The total charge is 0. The calculation puts the relative energy (zero: lowest compared OMol25 entry of this formula, charge and spin) at 0.0000 eV. The value obtained for the HOMO-LUMO gap (spin up / spin down) is 9.6 / 6.6 eV.